11
Properties=species:S:1:pos:R:3:forces:R:3 method="wB97M-V/def2-TZVPD" energy_ha=-686.8674 gap_ev=9.2617 charge=0 lumo_ev=0.5 relative_energy_kj_mol=337.5
N 1.736 -1.047 -0.141 7.57 3.98 -3.79
N 1.645 0.349 -0.025 6.21 -3.71 -0.23
C 0.546 0.834 -0.081 -3.59 6.12 1.47
C -0.639 0.101 -0.013 -3.17 -3.82 0.18
C -1.942 0.429 0.040 5.19 7.40 -2.22
Cl -3.304 -0.379 -0.052 -2.95 -2.17 0.11
H 1.111 -1.499 0.283 -6.52 -4.46 4.19
H 2.645 -1.452 0.154 -0.68 1.22 -0.43
H 0.576 1.969 0.146 -0.55 -1.63 -0.87
H -0.434 -0.981 -0.007 -0.59 0.41 0.08
H -1.939 1.675 -0.304 -0.91 -3.33 1.51